{"formula": "C6H17NO2P", "method": "the ωB97M-V functional and the def2-TZVPD basis", "symbols": ["C", "O", "C", "C", "C", "C", "C", "N", "P", "O", "H", "H", "H", "H", "H", "H", "H", "H", "H", "H", "H", "H", "H", "H", "H", "H", "H"], "xyz": [[2.680, -1.301, 1.140], [2.846, 0.049, 0.744], [2.624, 0.197, -0.652], [1.098, 0.338, -0.966], [0.463, 1.398, -0.010], [-1.090, 1.557, -0.226], [-1.930, 0.836, 0.860], [-2.055, -0.661, 0.682], [-2.605, -1.202, -0.933], [-1.533, -1.171, -1.982], [3.581, -1.892, 0.877], [2.516, -1.389, 2.225], [1.820, -1.763, 0.611], [3.163, 1.109, -0.961], [3.005, -0.664, -1.229], [0.642, -0.635, -0.707], [0.916, 0.588, -2.023], [0.948, 2.377, -0.172], [0.667, 1.113, 1.037], [-1.372, 1.321, -1.264], [-1.294, 2.637, -0.093], [-2.923, 1.314, 0.944], [-1.424, 0.992, 1.831], [-2.770, -0.975, 1.356], [-1.197, -1.149, 0.971], [-3.763, -0.467, -1.328], [-3.013, -2.557, -0.734]], "nbo_charge": [-0.2584, -0.5411, -0.0683, -0.4185, -0.4116, -0.4478, -0.2428, -0.8135, 1.5599, -0.9962, 0.1916, 0.1964, 0.1430, 0.2000, 0.1824, 0.1743, 0.2314, 0.2302, 0.2083, 0.2394, 0.2517, 0.2414, 0.2434, 0.4513, 0.4708, 0.0004, -0.0179], "charge": 1, "fmax_ev_per_a": 4.7, "smiles": "COCCCCC[NH2+][PH2]=O", "de_lowest_kj_mol": 71.5, "e_lumo_ev": -3.91}

{"formula": "C6H17NO3", "method": "the ωB97M-V functional and the def2-TZVPD basis", "symbols": ["C", "O", "C", "C", "N", "C", "C", "O", "C", "H", "H", "H", "H", "H", "H", "H", "H", "H", "H", "H", "H", "H", "H", "H", "O", "H", "H"], "xyz": [[-12.830, -0.198, 15.204], [-13.070, -0.663, 13.814], [-14.442, -0.235, 13.408], [-14.984, -0.991, 12.162], [-13.986, -0.792, 11.170], [-14.147, -1.519, 9.930], [-13.504, -2.896, 9.994], [-12.139, -2.721, 10.389], [-11.207, -2.701, 9.294], [-13.027, 0.859, 15.383], [-11.810, -0.365, 15.549], [-13.521, -0.702, 15.881], [-14.502, 0.847, 13.290], [-15.110, -0.573, 14.201], [-15.995, -0.866, 11.774], [-14.941, -2.071, 12.304], [-13.174, -1.329, 11.440], [-13.527, -0.976, 9.217], [-15.159, -1.657, 9.548], [-13.557, -3.455, 9.060], [-13.901, -3.622, 10.705], [-10.172, -2.679, 9.635], [-11.266, -1.826, 8.646], [-11.335, -3.462, 8.524], [-13.733, 1.997, 11.080], [-13.933, 1.080, 10.893], [-14.102, 2.151, 11.950]], "nbo_charge": [-0.2542, -0.5520, -0.0595, -0.2487, -0.6533, -0.2509, -0.0952, -0.5557, -0.2610, 0.1718, 0.2005, 0.1679, 0.1653, 0.1704, 0.2119, 0.1710, 0.3959, 0.2037, 0.1943, 0.1803, 0.1868, 0.2013, 0.1665, 0.1699, -0.9609, 0.4862, 0.4479], "charge": 0, "fmax_ev_per_a": 2.2, "smiles": "COCCNCCOC.O", "de_lowest_kj_mol": 387.2, "e_lumo_ev": 0.95}

{"formula": "C6H17NO3", "method": "the ωB97M-V functional and the def2-TZVPD basis", "symbols": ["C", "N", "C", "C", "C", "C", "C", "H", "H", "H", "H", "H", "H", "H", "H", "H", "H", "H", "H", "H", "O", "H", "H", "O", "H", "H", "O"], "xyz": [[2.341, -1.207, -0.809], [2.217, 0.219, -0.973], [2.058, 1.015, 0.326], [-1.709, -0.412, 1.754], [-0.739, -0.178, 2.607], [0.333, 0.769, 2.221], [1.011, 0.300, 1.228], [3.404, -1.393, -0.821], [1.932, -1.762, -1.620], [1.937, -1.695, 0.119], [1.409, 0.260, -1.619], [1.749, 2.081, 0.060], [3.027, 1.142, 0.835], [-1.895, 0.076, 0.794], [-2.479, -1.140, 2.008], [-0.509, -0.724, 3.537], [0.213, 1.663, 2.531], [0.880, -0.645, 0.922], [-0.849, -1.316, -1.436], [-1.645, -2.244, -2.323], [-0.713, -1.877, -2.220], [-1.833, 0.590, -2.904], [-2.606, 0.971, -1.786], [-2.313, 0.253, -2.239], [-1.078, 1.741, -0.418], [-2.238, 1.532, 0.503], [-1.905, 1.982, -0.276]], "nbo_charge": [-0.4310, -0.6249, -0.2654, -0.4145, -0.1741, -0.2401, -0.1628, 0.1855, 0.2200, 0.1630, 0.3551, 0.2059, 0.2083, 0.1717, 0.2018, 0.2143, 0.1975, 0.1843, 0.4725, 0.4770, -0.9490, 0.4602, 0.4771, -0.9443, 0.4644, 0.4779, -0.9305], "charge": 0, "fmax_ev_per_a": 6.8, "smiles": "C=C/C=C/CNC.O.O.O", "de_lowest_kj_mol": 525.1, "e_lumo_ev": 0.64}

{"formula": "C6H17NO3", "method": "the ωB97M-V functional and the def2-TZVPD basis", "symbols": ["C", "N", "C", "O", "C", "C", "C", "C", "H", "H", "H", "H", "H", "H", "H", "H", "H", "H", "H", "H", "H", "H", "H", "O", "H", "H", "O"], "xyz": [[-0.191, 0.152, -0.800], [0.647, 0.674, 0.278], [1.687, 1.654, -0.004], [2.901, 1.010, 0.399], [0.462, -1.101, -1.427], [-0.486, -2.042, -2.184], [-1.790, -2.274, -1.485], [-1.958, -3.203, -0.508], [-0.176, 0.975, -1.564], [-1.197, -0.163, -0.500], [0.120, 0.689, 1.152], [1.566, 2.619, 0.533], [1.702, 2.046, -1.043], [3.186, 0.239, -0.107], [0.988, -1.774, -0.736], [1.321, -0.784, -2.026], [0.067, -2.972, -2.428], [-0.772, -1.531, -3.154], [-2.565, -1.586, -1.816], [-2.887, -3.157, 0.009], [-1.138, -3.887, -0.601], [1.218, 1.593, 3.177], [-0.099, 1.120, 3.680], [0.340, 1.353, 2.851], [-1.280, 1.803, 1.163], [-1.525, 2.817, 2.316], [-1.903, 2.442, 1.512]], "nbo_charge": [-0.2292, -0.6885, 0.0834, -0.7524, -0.4007, -0.4553, -0.1576, -0.4387, 0.1790, 0.2059, 0.4019, 0.1734, 0.1616, 0.4771, 0.2036, 0.1945, 0.2136, 0.1980, 0.1917, 0.2173, 0.2081, 0.4882, 0.4801, -0.9511, 0.4713, 0.4730, -0.9483], "charge": 0, "fmax_ev_per_a": 4.0, "smiles": "C=CCCCNCO.O.O", "de_lowest_kj_mol": 358.2, "e_lumo_ev": 0.39}

{"formula": "C6H17NS", "method": "the ωB97M-V functional and the def2-TZVPD basis", "symbols": ["C", "C", "C", "S", "H", "H", "H", "H", "H", "H", "H", "C", "C", "C", "N", "H", "H", "H", "H", "H", "H", "H", "H", "H", "H"], "xyz": [[-1.059, 1.322, 1.740], [-1.690, -0.044, 1.500], [-0.936, -1.224, 2.115], [0.893, -1.147, 1.925], [-0.865, 1.471, 2.802], [-1.710, 2.110, 1.357], [-0.111, 1.450, 1.216], [-2.704, -0.020, 1.914], [-1.868, -0.241, 0.437], [-1.212, -2.167, 1.648], [-1.204, -1.293, 3.169], [0.396, 1.523, -3.254], [0.259, 0.706, -1.979], [-0.289, -0.697, -2.301], [1.483, 0.549, -1.181], [0.776, 2.523, -3.031], [1.048, 1.022, -3.972], [-0.573, 1.673, -3.734], [-0.466, 1.202, -1.327], [0.366, -1.156, -3.041], [-1.287, -0.592, -2.730], [-0.377, -1.270, -1.382], [1.835, 1.466, -0.910], [0.818, -1.107, 0.602], [2.206, 0.130, -1.755]], "nbo_charge": [-0.6147, -0.4128, -0.5040, -0.0673, 0.2072, 0.2054, 0.2165, 0.2032, 0.1950, 0.2143, 0.2154, -0.6231, -0.0491, -0.6096, -0.8372, 0.2068, 0.2001, 0.2106, 0.1812, 0.2002, 0.2086, 0.2113, 0.3581, 0.1344, 0.3493], "charge": 0, "fmax_ev_per_a": 1.0, "smiles": "CC(C)N.CCCS", "de_lowest_kj_mol": 4.5, "e_lumo_ev": 0.93}

{"formula": "C6H17O10Sr", "method": "the ωB97M-V functional and the def2-TZVPD basis", "symbols": ["Sr", "C", "C", "O", "O", "H", "H", "H", "C", "C", "O", "O", "H", "H", "H", "C", "C", "O", "O", "H", "H", "H", "O", "H", "H", "O", "H", "H", "O", "H", "H", "O", "H", "H"], "xyz": [[-0.355, -0.786, 0.040], [3.712, -1.962, 1.591], [2.244, -1.661, 1.639], [1.476, -2.408, 0.952], [1.890, -0.588, 2.180], [3.854, -3.024, 1.822], [4.280, -1.451, 2.371], [4.187, -1.704, 0.646], [1.535, 2.487, -2.634], [0.907, 1.176, -2.162], [1.590, 0.333, -1.535], [-0.326, 0.929, -2.312], [1.510, 2.515, -3.724], [2.509, 2.501, -2.154], [0.901, 3.325, -2.347], [-1.716, 3.268, 0.668], [-0.722, 2.627, 1.624], [-0.451, 3.230, 2.689], [-0.118, 1.553, 1.299], [-1.208, 4.084, 0.154], [-2.573, 3.633, 1.238], [-2.133, 2.603, -0.092], [-2.869, -0.271, -0.546], [-3.550, -0.948, -0.474], [-3.195, 0.341, -1.217], [-0.553, -2.113, -2.323], [-0.336, -1.321, -2.850], [-0.311, -2.860, -2.877], [-1.688, -0.931, 2.141], [-2.404, -0.288, 2.205], [-1.764, -1.469, 2.934], [-1.400, -3.220, 0.313], [-2.145, -3.692, 0.695], [-0.777, -3.908, 0.048]], "nbo_charge": [1.8373, -0.7187, 0.7483, -0.8949, -0.7112, 0.1910, 0.2049, 0.2216, -0.7297, 0.7742, -0.7939, -0.8672, 0.2069, 0.2318, 0.2226, -0.7239, 0.7502, -0.7543, -0.8423, 0.2163, 0.1976, 0.1863, -0.9618, 0.4759, 0.4999, -0.9854, 0.5149, 0.4743, -0.9614, 0.4905, 0.4876, -0.9563, 0.4734, 0.4953], "charge": -1, "fmax_ev_per_a": 2.4, "de_lowest_kj_mol": 57.0, "e_lumo_ev": 1.73}

{"formula": "C6H17O3", "method": "the ωB97M-V functional and the def2-TZVPD basis", "symbols": ["C", "O", "C", "C", "C", "C", "C", "H", "H", "H", "H", "H", "H", "H", "H", "H", "H", "H", "H", "H", "H", "H", "O", "H", "H", "O"], "xyz": [[-1.648, -0.255, 1.206], [-0.875, -1.377, 0.966], [-0.863, 1.083, 1.042], [0.246, 0.975, 0.007], [1.563, 0.435, 0.592], [2.531, 0.004, -0.509], [2.238, 1.476, 1.495], [-2.032, -0.342, 2.231], [-2.497, -0.274, 0.504], [-1.583, 1.874, 0.753], [-0.444, 1.360, 2.018], [0.451, 1.928, -0.510], [-0.073, 0.319, -0.795], [1.290, -0.459, 1.208], [2.046, -0.782, -1.125], [3.445, -0.401, -0.109], [2.787, 0.850, -1.176], [1.594, 1.732, 2.328], [2.472, 2.389, 0.978], [3.143, 1.067, 1.905], [-2.141, 0.514, -1.988], [-1.572, -0.950, -2.208], [-1.897, -0.057, -2.717], [-0.891, -1.693, -0.114], [-0.136, -2.113, -1.675], [-1.049, -2.016, -1.400]], "nbo_charge": [-0.0411, -0.8421, -0.4270, -0.4150, -0.2263, -0.6001, -0.6049, 0.1370, 0.1377, 0.1868, 0.1762, 0.1799, 0.2427, 0.2355, 0.2129, 0.1900, 0.1877, 0.1993, 0.1866, 0.1905, 0.4352, 0.5009, -1.0569, 0.4994, 0.4330, -1.1178], "charge": -1, "fmax_ev_per_a": 1.2, "de_lowest_kj_mol": 0.0, "e_lumo_ev": 3.60}

{"formula": "C6H17P2", "method": "the ωB97M-V functional and the def2-TZVPD basis", "symbols": ["C", "C", "C", "C", "C", "C", "P", "P", "H", "H", "H", "H", "H", "H", "H", "H", "H", "H", "H", "H", "H", "H", "H", "H", "H"], "xyz": [[-3.181, -0.401, 0.774], [1.760, 0.758, 1.347], [2.489, -0.673, -0.589], [-0.286, -0.273, -2.109], [-1.818, -1.068, 0.794], [1.399, -0.340, 0.413], [-1.012, 2.135, -0.311], [-0.294, 0.093, -0.321], [-3.367, 0.358, 1.616], [-3.177, 0.116, -0.185], [-3.910, -1.266, 0.948], [1.638, 1.766, 0.842], [2.844, 0.845, 1.595], [1.410, 0.966, 2.379], [3.357, 0.084, -0.393], [2.216, -0.655, -1.626], [2.949, -1.639, -0.368], [0.714, -0.120, -2.588], [-1.026, 0.175, -2.648], [-0.283, -1.386, -2.166], [-1.758, -1.961, 0.115], [-1.328, -1.398, 1.767], [1.192, -1.276, 0.824], [-0.403, 2.359, 0.861], [-0.123, 2.800, -0.969]], "nbo_charge": [-0.6641, -0.6710, -0.6135, -0.9575, -0.4431, -0.4830, 0.1453, 1.0044, 0.2407, 0.2261, 0.2614, 0.2156, 0.2554, 0.2583, 0.2374, 0.2141, 0.2436, 0.2763, 0.2598, 0.2635, 0.2245, 0.2461, 0.2451, 0.0084, 0.0061], "charge": 1, "fmax_ev_per_a": 4.6, "de_lowest_kj_mol": 114.6, "e_lumo_ev": -3.18}